# 1
Computed, not measured: an isolated molecule of C4H9N3O, with ωB97M-V/def2-TZVPD.

Each line ends with the Mulliken charge.
Positions of all 17 atoms, in Å:
C -1.4384 -0.3787 0.7441  -1.330
C -0.4575 -0.4114 -0.4044  1.257
C -0.2549 -1.7729 -1.0250  -1.482
N -0.3812 0.6934 -1.3326  -0.773
N 0.7196 0.4429 -0.4076  -0.180
C 0.9591 1.4753 0.6449  0.370
N 2.2745 1.3037 0.7780  -0.400
O 0.1393 2.2320 1.1078  -0.586
H -2.4236 -0.6908 0.3961  0.379
H -1.5247 0.6156 1.1768  0.345
H -1.1207 -1.0709 1.5244  0.332
H 0.4206 -1.6986 -1.8736  0.373
H -1.2069 -2.1743 -1.3716  0.337
H 0.1565 -2.4593 -0.2854  0.308
H -0.9333 1.4837 -0.9814  0.372
H 2.2882 0.5038 -0.0969  0.445
H 2.7835 1.9065 1.4064  0.234

**Total energy**: -397.2476 a.u.
**Energy relative to the best compared isomer or geometry (same formula, charge and spin)**: 2.805 eV
**Net charge**: 0
**HOMO level**: -9.378 eV
**Largest force on an atom**: 3.39 eV/Å

=====

# 2
Computed, not measured: an isolated molecule of C4H9N3O, with ωB97M-V/def2-TZVPD.

Each line ends with the Mulliken charge.
Positions of all 17 atoms, in Å:
C 2.8024 -0.6923 0.0889  -0.625
O 1.6189 -0.8838 -0.5781  -0.347
C 0.7776 0.1629 -0.3482  0.402
N 1.3914 1.3465 0.2049  -0.577
C -0.5638 -0.0090 -0.4991  -0.277
C -1.7177 0.8240 -0.2700  -0.486
N -2.9854 0.2917 -0.2180  -0.370
N -3.1814 -0.8880 0.1391  -0.348
H 3.6442 -1.4175 -0.1044  0.276
H 2.4618 -1.0206 1.1718  0.239
H 3.2585 0.3702 0.3139  0.283
H 0.4972 1.7315 0.6855  0.284
H 1.7252 1.9559 -0.5942  0.257
H -0.9191 -1.0128 -0.5754  0.409
H -1.7910 1.9059 -0.4098  0.361
H -2.6674 -1.6838 0.8205  0.250
H -4.3513 -0.9807 0.1724  0.269

**Total energy**: -397.1322 a.u.
**Energy relative to the best compared isomer or geometry (same formula, charge and spin)**: 5.945 eV
**Net charge**: 0
**HOMO level**: -6.953 eV
**Largest force on an atom**: 9.49 eV/Å

=====

# 3
Computed, not measured: a cluster of 2 separate species, C4H9N3O in total, with ωB97M-V/def2-TZVPD.

Each line ends with the Mulliken charge.
Positions of all 17 atoms, in Å:
N 1.5333 2.1577 -1.5019  -0.552
C 1.4185 0.7837 -1.3007  0.634
N 2.1307 0.3262 -0.2192  -0.407
O 0.8028 0.0581 -2.0508  -0.583
H 0.9627 2.4701 -2.2739  0.254
H 1.4323 2.7323 -0.6795  0.232
H 2.6907 0.9880 0.2896  0.207
H 1.7218 -0.4292 0.3038  0.227
C -2.1826 -2.1664 0.6382  -0.694
C -0.9285 -1.7581 0.7549  0.147
N -0.5428 -0.6013 1.4572  -0.458
C -1.0419 0.4999 1.1019  -0.439
H -2.9907 -1.6017 1.0872  0.278
H -2.4066 -3.0892 0.1296  0.250
H -0.1087 -2.3477 0.3651  0.252
H -0.8328 1.3826 1.6980  0.319
H -1.6580 0.5950 0.2005  0.332

**Total energy**: -397.3026 a.u.
**Energy relative to the best compared isomer or geometry (same formula, charge and spin)**: 1.306 eV
**Net charge**: 0
**HOMO level**: -9.320 eV
**Largest force on an atom**: 0.26 eV/Å

=====

# 4
Computed, not measured: an isolated molecule of C4H9N3O, with ωB97M-V/def2-TZVPD.

Each line ends with the Mulliken charge.
Positions of all 17 atoms, in Å:
H 2.3878 -0.9779 -0.8350  0.296
N 1.7475 -1.7636 -0.9992  -0.594
C 0.6377 -1.5731 -0.3640  -0.118
C 0.5479 -0.5393 0.7727  0.475
N 1.2717 -0.6828 1.8273  -0.750
H 1.8958 -1.4893 1.6992  0.289
N -0.3268 0.4828 0.4982  0.116
C -1.3175 0.8916 1.4718  -0.977
O -0.9512 0.1530 -0.8337  -0.302
C -0.3600 1.0179 -1.8016  -0.567
H -0.1879 -2.2963 -0.3912  0.334
H -1.5858 1.9371 1.3009  0.266
H -0.9225 0.8039 2.4900  0.394
H -2.2252 0.2824 1.4050  0.312
H -1.0725 1.1830 -2.6139  0.281
H 0.5416 0.5777 -2.2374  0.262
H -0.0807 1.9929 -1.3892  0.282

**Total energy**: -397.2054 a.u.
**Energy relative to the best compared isomer or geometry (same formula, charge and spin)**: 3.953 eV
**Net charge**: 0
**HOMO level**: -9.572 eV
**Largest force on an atom**: 2.37 eV/Å

=====

# 5
Computed, not measured: an isolated molecule of C4H9N3O, with ωB97M-V/def2-TZVPD.

Each line ends with the Mulliken charge.
Positions of all 17 atoms, in Å:
H 3.5785 -1.1635 -0.2729  0.262
N 2.9558 -0.3408 0.0715  -0.739
C 1.7440 -0.4796 -0.3717  0.228
N 0.6659 0.2091 0.0266  -0.038
O 1.1653 1.6103 0.5416  -0.545
C -0.6595 0.4024 -0.7285  -0.276
C -1.7606 0.9409 0.1259  -0.608
C -1.6303 -0.4221 -0.2297  -0.023
N -0.8853 -1.4454 0.6121  -0.743
H 1.3037 -1.3862 -1.2037  0.212
H 2.1685 1.3988 0.3458  0.352
H -0.3551 1.1115 -1.5446  0.462
H -1.6946 1.3194 1.2829  0.236
H -2.4640 1.4153 -0.6228  0.256
H -2.4631 -0.8397 -0.9067  0.253
H -1.6091 -1.4339 1.6238  0.301
H -0.0602 -0.8965 1.2504  0.410

**Total energy**: -397.0477 a.u.
**Energy relative to the best compared isomer or geometry (same formula, charge and spin)**: 8.244 eV
**Net charge**: 0
**HOMO level**: -8.828 eV
**Largest force on an atom**: 9.26 eV/Å

=====

# 6
Computed, not measured: an isolated molecule of C4H9N3O, with ωB97M-V/def2-TZVPD.

Each line ends with the Mulliken charge.
Positions of all 17 atoms, in Å:
C -1.3404 -1.9242 -0.9702  -0.972
C -0.4894 -1.3592 -0.1193  0.533
N -0.3259 -1.6591 1.2052  -0.461
O 0.8619 -0.7686 -0.8038  -0.469
C 0.8664 0.5120 -0.4601  0.316
N 2.0563 1.0448 -0.0291  -0.449
C -0.3568 1.1149 -0.2166  -0.151
N -0.3921 2.4194 0.3648  -0.655
H -2.1050 -2.5918 -0.6065  0.303
H -1.3081 -1.6945 -2.0238  0.298
H -0.3609 -2.6355 1.4522  0.227
H 0.3447 -1.1438 1.7485  0.211
H 2.1364 2.0477 -0.1152  0.251
H 2.8738 0.4691 -0.1613  0.232
H -1.1321 0.9401 -0.9500  0.333
H -1.3291 2.7984 0.3863  0.255
H 0.0004 2.4303 1.2988  0.198

**Total energy**: -397.2274 a.u.
**Energy relative to the best compared isomer or geometry (same formula, charge and spin)**: 3.353 eV
**Net charge**: 0
**HOMO level**: -6.570 eV
**Largest force on an atom**: 3.65 eV/Å

=====

# 7
Computed, not measured: a cluster of 2 separate species, C4H9N3O in total, with ωB97M-V/def2-TZVPD.

Each line ends with the Mulliken charge.
Positions of all 17 atoms, in Å:
N -0.4523 1.3430 -1.2067  -0.392
C 0.6024 1.0678 -2.0639  0.412
N 1.6237 0.2898 -1.4967  -0.418
O 0.6763 1.4681 -3.2120  -0.596
H -0.7092 0.6421 -0.5154  0.315
H -1.2526 1.6628 -1.7373  0.272
H 2.3870 0.2121 -2.1671  0.229
H 1.9756 0.5756 -0.5959  0.267
C -1.5485 -1.6126 3.1978  -0.689
C -1.2578 -0.5754 2.3959  -0.077
N -0.5075 -0.7134 1.2439  -0.327
C 0.6130 -1.3272 1.2533  -0.556
H -1.2860 -2.6211 2.9388  0.283
H -2.1153 -1.4781 4.1000  0.247
H -1.6682 0.4201 2.6031  0.311
H 1.0761 -1.5497 0.2991  0.414
H 1.1807 -1.5472 2.1813  0.305

**Total energy**: -397.3049 a.u.
**Energy relative to the best compared isomer or geometry (same formula, charge and spin)**: 1.245 eV
**Net charge**: 0
**HOMO level**: -9.400 eV
**Largest force on an atom**: 1.34 eV/Å

=====

# 8
Computed, not measured: a cluster of 2 separate species, C4H9N3O2 in total, with ωB97M-V/def2-TZVPD.

Each line ends with the Mulliken charge.
Positions of all 18 atoms, in Å:
H 2.1020 1.8737 -0.1167  0.284
N 1.6233 1.5071 -0.9376  -0.716
C 1.2954 0.3040 -0.8838  -0.238
C 1.6356 -0.6798 0.3137  0.662
N 1.3422 -1.9866 0.0401  -0.409
N 2.4543 -0.2442 1.1835  -0.668
H 2.9823 -0.9661 1.6720  0.207
H 0.9498 -0.2066 -1.7754  0.442
H 1.6746 -2.7003 0.6714  0.210
H 0.4907 -2.1816 -0.4634  0.264
C -1.7730 1.4159 0.0476  -1.033
C -1.8429 -0.0705 -0.1711  0.769
O -1.1401 -0.7305 -0.9105  -0.579
O -2.9510 -0.6670 0.3145  -0.475
H -0.7767 1.7986 -0.1513  0.227
H -2.0243 1.6687 1.0768  0.387
H -2.4801 1.9007 -0.6264  0.342
H -3.5621 -0.0355 0.7166  0.323

**Total energy**: -472.5473 a.u.
**Energy relative to the best compared isomer or geometry (same formula, charge and spin)**: 1.260 eV
**Net charge**: 0
**HOMO level**: -9.166 eV
**Largest force on an atom**: 1.94 eV/Å

=====

# 9
Computed, not measured: a cluster of 2 separate species, C4H9N3O2S in total, with ωB97M-V/def2-TZVPD.

Each line ends with the Mulliken charge.
Positions of all 19 atoms, in Å:
H 1.4415 -1.1976 1.9747  0.153
N 0.9360 -0.3708 1.6392  -0.791
C 0.7243 -0.4373 0.3818  0.654
N 1.1440 -1.5431 -0.3766  -0.472
N -0.0988 0.5657 -0.1965  0.042
C -0.8629 0.3050 -1.4430  -1.287
C -0.8211 1.3935 0.7231  -0.761
S -1.9488 0.5872 1.8796  -0.257
H 1.0835 -1.3596 -1.3297  0.221
H 2.0287 -1.9260 0.0083  0.271
H -1.7921 -0.3031 -1.1751  0.273
H -1.1838 1.2467 -1.7707  0.391
H -0.1216 0.0908 -2.1755  0.540
H -1.3586 2.1542 0.2255  0.434
H -0.0738 1.7261 1.4605  0.365
H -0.8586 -0.0484 2.4826  0.181
O 1.9359 2.5966 0.5073  -0.427
C 2.2282 1.6628 -0.1341  0.848
O 2.6503 0.8812 -0.8472  -0.377

**Total energy**: -870.7524 a.u.
**Energy relative to the best compared isomer or geometry (same formula, charge and spin)**: 0.000 eV
**Net charge**: 0
**HOMO level**: -8.695 eV
**Largest force on an atom**: 3.76 eV/Å

=====

# 10
Computed, not measured: a structure of composition C4H9N3O2Si, with ωB97M-V/def2-TZVPD.

Each line ends with the Mulliken charge.
Positions of all 19 atoms, in Å:
C -3.0710 1.4233 0.1629  0.479
C 0.3043 1.7111 0.4309  -1.066
C 0.0907 -1.3624 1.3548  -0.981
C -0.1646 -0.5538 -1.8119  -0.949
N -3.3554 2.5387 0.1721  -0.498
N -2.5647 0.2261 0.1249  -0.381
N -3.1767 -0.9333 0.0163  1.021
O -4.3832 -1.0031 0.0378  -0.648
O -2.4162 -1.8855 -0.1028  -0.616
Si -0.2068 -0.0617 0.0143  0.586
H -0.4297 2.4288 0.0732  0.368
H 0.4064 1.8575 1.5036  0.305
H 1.2584 1.9556 -0.0284  0.351
H -0.2572 -2.3369 1.0188  0.309
H 1.1440 -1.4379 1.6112  0.371
H -0.4582 -1.1222 2.2636  0.340
H -0.4159 0.2847 -2.4582  0.323
H 0.8191 -0.9151 -2.1014  0.368
H -0.8772 -1.3532 -2.0055  0.318

**Total energy**: -761.9385 a.u.
**Energy relative to the best compared isomer or geometry (same formula, charge and spin)**: 3.543 eV
**Net charge**: 0
**HOMO level**: -10.013 eV
**Largest force on an atom**: 4.83 eV/Å

=====

# 11
Computed, not measured: an isolated molecule of C4H9N3O3, with ωB97M-V/def2-TZVPD.

Each line ends with the Mulliken charge.
Positions of all 19 atoms, in Å:
N 0.7496 -1.0864 1.3873  -0.709
C -0.2637 -0.1640 0.8214  1.880
N -1.1700 0.3338 1.8487  -0.691
C 0.4414 1.0426 0.1973  -1.386
C 1.2819 0.9391 -0.9619  0.288
N 0.1845 0.7804 -2.1131  -0.375
O 2.3949 1.2647 -1.2538  -0.542
C -1.0111 -0.9969 -0.2625  -0.369
O -2.1335 -0.7679 -0.6242  -0.554
O -0.2429 -1.9460 -0.8304  -0.557
H 0.3444 -1.6579 2.1246  0.207
H 1.5072 -0.5543 1.7991  0.288
H -1.7296 1.0895 1.4696  0.270
H -1.8219 -0.3914 2.1327  0.277
H 0.9106 1.6151 0.9956  0.397
H 0.3833 1.4293 -2.8695  0.274
H 0.0684 -0.1661 -2.4718  0.249
H -0.4489 1.2311 -1.1402  0.550
H 0.5554 -1.9947 -0.2488  0.504

**Total energy**: -547.7417 a.u.
**Energy relative to the best compared isomer or geometry (same formula, charge and spin)**: 2.839 eV
**Net charge**: 0
**HOMO level**: -8.674 eV
**Largest force on an atom**: 1.09 eV/Å

=====

# 12
Computed, not measured: a cluster of 2 separate species, C4H9N3P in total, with ωB97M-V/def2-TZVPD.

Each line ends with the Mulliken charge.
Positions of all 17 atoms, in Å:
C -1.9402 -0.4778 -0.0282  -0.485
C -1.7520 0.4596 0.8913  -0.225
C -0.7344 -0.8936 -0.7721  -0.069
C 0.2263 -0.1882 0.0940  -0.245
N 0.1448 1.5687 1.6324  -1.000
N -0.3779 0.7245 0.8879  0.963
N 1.4536 1.1049 -0.9418  -0.598
P 1.8054 -1.0452 0.8918  0.011
H -2.9593 -0.7328 -0.2586  0.439
H -2.5451 0.8763 1.5262  0.461
H -0.5036 -1.9594 -0.7693  0.342
H -0.6626 -0.6881 -1.8275  0.286
H 1.2150 1.7202 1.5951  0.355
H 1.6763 0.6077 -1.7795  0.275
H 0.7927 1.8781 -1.1107  0.256
H 2.2792 -0.6156 -0.3465  0.140
H 1.8819 -2.3394 0.3155  0.094

**Total energy**: -662.9649 a.u.
**Energy relative to the best compared isomer or geometry (same formula, charge and spin)**: 6.026 eV
**Net charge**: +1
**HOMO level (alpha / beta)**: -14.404 / -14.404 eV
**Largest force on an atom**: 7.78 eV/Å

=====

# 13
Computed, not measured: the ion C4H9N3P with charge +1, with ωB97M-V/def2-TZVPD.

Each line ends with the Mulliken charge.
Positions of all 17 atoms, in Å:
H -1.6540 -2.7702 -1.1185  0.273
N -2.2724 -1.8447 -1.0919  -0.874
N -1.5851 -0.9051 -0.7610  0.395
C -1.9615 0.2985 -0.1679  -0.311
C -1.0510 1.2300 0.0891  -0.319
C 0.3963 1.2668 -0.4395  -0.658
C 1.2462 0.2769 0.2694  0.443
N 2.4853 0.4759 0.5001  -0.274
P 0.6369 -1.4977 0.2356  -0.035
H -2.9358 0.2822 0.1936  0.483
H -1.4287 2.0138 0.7013  0.361
H 0.3272 1.0855 -1.4918  0.376
H 0.6819 2.2883 -0.2700  0.410
H 3.0257 -0.3645 0.6751  0.248
H 3.0882 1.3037 0.3163  0.299
H -0.4476 -1.2490 1.1292  0.137
H 1.4485 -1.8907 1.2311  0.048

**Total energy**: -663.0418 a.u.
**Energy relative to the best compared isomer or geometry (same formula, charge and spin)**: 3.933 eV
**Net charge**: +1
**HOMO level (alpha / beta)**: -12.243 / -12.242 eV
**Largest force on an atom**: 3.02 eV/Å

=====

# 14
Computed, not measured: the ion C4H9N4 with charge +1, with ωB97M-V/def2-TZVPD.

Each line ends with the Mulliken charge.
Positions of all 17 atoms, in Å:
H -2.3079 2.0995 1.0273  0.265
N -1.7314 1.6268 0.3262  -0.335
N -2.4453 0.6813 -0.0557  0.256
N -2.3217 -0.3390 -0.7153  -0.146
C -1.5476 -1.4079 -0.3751  -0.351
N -0.6427 -1.1087 0.6742  -0.067
C 0.2467 -0.2089 0.6431  -0.379
C 0.8114 0.4345 -0.5967  -0.105
C 2.3459 0.2927 -0.3541  -1.206
H -1.8452 -2.3383 -0.6110  0.490
H -0.6926 -1.7315 1.6052  0.381
H 0.8203 -0.0626 1.4809  0.508
H 0.5948 0.0870 -1.6490  0.364
H 0.7031 1.5001 -0.7055  0.311
H 2.6581 -0.7542 -0.0782  0.343
H 2.3946 0.8206 0.6357  0.318
H 2.9595 0.4085 -1.2520  0.353

**Total energy**: -376.4008 a.u.
**Energy relative to the best compared isomer or geometry (same formula, charge and spin)**: 5.612 eV
**Net charge**: +1
**HOMO level (alpha / beta)**: -13.509 / -13.509 eV
**Largest force on an atom**: 6.64 eV/Å

=====

# 15
Computed, not measured: the ion C4H9N4O2 with charge +1, with ωB97M-V/def2-TZVPD.

Each line ends with the Mulliken charge.
Positions of all 19 atoms, in Å:
N 1.1098 2.1153 0.0636  -1.095
N 0.9117 0.7500 0.0386  0.632
C 2.0145 -0.1291 0.4111  -0.531
C 1.4125 -1.4708 -0.0851  -0.546
N -0.0344 -1.3254 0.1481  -0.402
C -0.2958 0.2087 -0.0315  0.782
C -1.5426 0.7437 -0.1229  -0.705
N -2.6623 0.0083 -0.0304  0.806
O -3.7484 0.4853 0.2558  -0.544
O -2.6784 -1.3092 -0.1684  -0.397
H 2.0793 2.4553 0.0592  0.280
H 0.8426 2.6863 -0.7087  0.256
H 2.1242 -0.0717 1.5986  0.323
H 2.9971 0.2392 0.0695  0.332
H 1.4919 -1.4987 -1.1496  0.384
H 1.7434 -2.2531 0.6447  0.338
H -0.5675 -1.9041 -0.5752  0.315
H -1.6377 1.8783 -0.1413  0.375
H -3.5597 -1.6082 -0.2762  0.400

**Total energy**: -526.8736 a.u.
**Energy relative to the best compared isomer or geometry (same formula, charge and spin)**: 5.243 eV
**Net charge**: +1
**HOMO level (alpha / beta)**: -13.159 / -13.157 eV
**Largest force on an atom**: 7.02 eV/Å